Record 1
The following is a quantum chemistry calculation of C2H6MnO as an isolated structure, from OMol25.

```
! wB97M-V def2-TZVPD RIJCOSX def2/J DEFGRID3
* xyz 0 6
H -2.047 -2.416 0.021
C 1.713 0.888 -0.566
O 0.660 0.023 -0.223
C -0.498 0.600 0.472
H 2.486 0.305 -1.082
H 1.351 1.688 -1.233
H 2.140 1.346 0.341
H -0.927 1.395 -0.163
H -0.145 1.064 1.410
Mn -0.688 -1.412 0.144
*
```

Results
HOMO (spin up / spin down): -7.55 / -9.13 eV
gap between HOMO and LUMO (spin up / spin down): 8.0 / 8.8 eV
LUMO energy (spin up / spin down): 0.4 / -0.4 eV



Record 2
The following is a quantum chemistry calculation of one molecule with the formula C4H8FN, from OMol25.

```
! wB97M-V def2-TZVPD RIJCOSX def2/J DEFGRID3
* xyz 0 1
C -0.173 2.390 -1.366
N 0.216 1.123 -0.765
C -0.517 0.824 0.408
C -0.457 -0.617 0.851
C 0.408 -1.479 0.211
F 0.468 -2.715 0.829
H 0.125 2.567 -2.392
H -1.313 2.471 -1.349
H 0.155 3.270 -0.820
H 1.250 1.284 -0.669
H -1.624 1.002 0.252
H -0.119 1.456 1.233
H -0.817 -1.016 1.702
H 1.053 -1.165 -0.684
*
```

Results
HOMO: -9.04 eV
gap between HOMO and LUMO: 10.0 eV
LUMO energy: 1.0 eV



Record 3
The following is a quantum chemistry calculation of C4H14NO3 as an isolated structure, from OMol25.

```
! wB97M-V def2-TZVPD RIJCOSX def2/J DEFGRID3
* xyz -1 1
C -1.356 0.023 -1.315
N -1.503 0.687 0.107
C 0.818 1.889 0.073
C -0.166 0.889 0.719
C 0.838 -0.331 0.878
O 0.322 -1.213 1.761
H -0.629 0.690 -1.722
H -1.180 -0.996 -1.549
H -2.370 0.211 -1.614
H -2.046 0.114 0.720
H 1.763 1.934 0.694
H 0.356 2.828 -0.012
H 1.164 1.449 -0.891
H -0.419 1.193 1.775
H 1.842 -0.056 1.158
H 0.916 -0.804 -0.148
H 1.583 -0.936 -1.253
H 2.887 -1.230 -1.862
O 1.968 -1.126 -2.087
H -1.750 -2.366 1.169
H -0.977 -1.219 1.773
O -2.062 -1.632 1.628
*
```

Results
HOMO: -3.69 eV
gap between HOMO and LUMO: 7.3 eV
LUMO energy: 3.6 eV



Record 4
The following is a quantum chemistry calculation of one molecule with the formula C4H4O, from OMol25.

```
! wB97M-V def2-TZVPD RIJCOSX def2/J DEFGRID3
* xyz 0 1
C -1.912 0.305 -0.800
C -0.675 -0.097 -0.631
C 0.516 -0.456 -0.362
C 1.601 -0.579 0.380
O 1.874 0.302 1.374
H -2.232 1.204 -0.280
H -2.641 -0.226 -1.400
H 2.366 -1.342 0.287
H 1.103 0.889 1.433
*
```

Results
HOMO: -8.46 eV
gap between HOMO and LUMO: 9.1 eV
LUMO energy: 0.7 eV



Record 5
The following is a quantum chemistry calculation of C8H13F6O9PS2 as an isolated structure, from OMol25.

```
! wB97M-V def2-TZVPD RIJCOSX def2/J DEFGRID3
* xyz 0 1
O -4.480 -3.260 8.127
S -3.285 -3.372 7.390
O -3.203 -4.900 6.930
O -3.665 -2.493 5.972
P -3.240 -3.102 4.565
O -1.698 -3.432 4.543
O -3.456 -1.878 3.594
S -4.337 -4.564 3.939
H -4.120 -5.211 6.812
H -1.465 -3.670 3.634
H -3.508 -2.210 2.688
C -0.404 1.916 -1.012
C -1.883 1.704 -0.781
O -2.278 0.351 -1.092
C -2.027 -0.555 -0.168
O -1.508 -0.355 0.890
C -2.550 -1.922 -0.651
F -2.203 -2.164 -1.919
F -3.891 -1.960 -0.581
F -2.072 -2.917 0.099
H -0.130 1.637 -2.030
H -0.134 2.957 -0.847
H 0.189 1.297 -0.339
H -2.462 2.341 -1.446
H -2.171 1.954 0.238
C 5.636 1.565 -4.804
C 5.324 1.455 -3.327
O 4.616 2.619 -2.853
C 3.320 2.652 -3.104
O 2.687 1.822 -3.678
C 2.710 3.925 -2.503
F 3.445 5.011 -2.774
F 2.618 3.839 -1.164
F 1.481 4.160 -2.960
H 6.183 2.485 -5.010
H 6.237 0.716 -5.127
H 4.724 1.587 -5.398
H 6.244 1.416 -2.750
H 4.756 0.555 -3.101
*
```

Results
HOMO: -8.99 eV
gap between HOMO and LUMO: 9.4 eV
LUMO energy: 0.4 eV



Record 6
The following is a quantum chemistry calculation of C34H40FeN4 as an isolated structure, from OMol25.

```
! wB97M-V def2-TZVPD RIJCOSX def2/J DEFGRID3
* xyz -1 6
Fe 0.168 -0.309 0.968
N 2.198 -2.258 1.587
N 2.189 0.915 0.331
C -1.676 0.659 1.335
C -0.696 1.087 2.303
C -0.227 -0.073 3.002
C 0.667 -0.073 4.193
H 1.195 0.884 4.295
H 1.411 -0.878 4.133
H 0.078 -0.228 5.112
C -0.924 -1.226 2.482
C -0.817 -2.604 3.029
H -1.449 -2.734 3.923
H 0.224 -2.820 3.306
H -1.123 -3.341 2.278
C -1.848 -0.763 1.476
C -2.916 -1.569 0.823
H -2.587 -2.605 0.664
H -3.202 -1.144 -0.150
H -3.829 -1.602 1.441
C -0.356 2.493 2.666
H -0.497 2.657 3.747
H -0.996 3.211 2.140
H 0.693 2.735 2.435
C -2.510 1.543 0.474
H -2.550 1.170 -0.561
H -2.109 2.564 0.438
H -3.548 1.611 0.843
C 2.860 -3.442 1.702
H 2.299 -4.283 2.106
C 4.194 -3.612 1.313
H 4.621 -4.612 1.326
C 4.935 -2.483 0.910
H 5.969 -2.584 0.566
C 4.325 -1.235 0.968
H 4.843 -0.287 0.720
C 2.967 -1.177 1.345
C 2.253 0.097 1.491
H 2.409 0.642 2.428
C 0.932 1.022 -0.227
C 3.100 1.719 -0.336
H 4.147 1.706 -0.086
C 2.397 2.406 -1.246
H 2.689 3.159 -1.952
N 1.067 1.988 -1.149
C -0.035 2.614 -1.851
C -0.524 3.858 -1.422
C -1.652 4.406 -2.058
H -2.054 5.359 -1.704
C -2.268 3.745 -3.120
C -3.472 4.327 -3.795
H -4.379 3.749 -3.579
H -3.347 4.329 -4.883
H -3.642 5.356 -3.470
C -1.752 2.524 -3.553
H -2.233 1.997 -4.381
C -0.609 1.975 -2.956
C -0.004 0.734 -3.528
H 1.008 0.894 -3.928
H -0.631 0.366 -4.347
H 0.062 -0.077 -2.788
C 0.111 4.616 -0.300
H 0.871 5.328 -0.652
H 0.583 3.965 0.441
H -0.655 5.204 0.223
N 0.052 -1.454 -0.708
C -0.344 -2.827 -0.939
C 0.077 -3.801 -0.051
C -0.148 -5.153 -0.334
C -0.812 -5.499 -1.520
C -1.267 -4.499 -2.393
C -1.028 -3.150 -2.106
H 1.004 -1.292 -1.033
H -0.567 -0.835 -1.242
H 0.612 -3.511 0.851
H 0.215 -5.912 0.365
H -0.986 -6.554 -1.755
H -1.792 -4.764 -3.306
H -1.360 -2.346 -2.768
*
```

Results
HOMO (spin up / spin down): 0.12 / -3.64 eV
gap between HOMO and LUMO (spin up / spin down): 2.2 / 6.0 eV
LUMO energy (spin up / spin down): 2.4 / 2.3 eV



For the records above, the corresponding ΔE to the lowest compared entry with this formula, charge and spin values read 0.000; 1.821; 2.504; 2.262; 0.000; 0.000 eV.
For the records above, the corresponding calculated total energy values read -35535.233; -8483.216; -12006.393; -6257.117; -74201.324; -76251.364 eV.